a | 23
Properties=species:S:1:pos:R:3 method="wB97M-V/def2-TZVPD" mol_weight_da=128.2 homo_energy_ev=-12.698 spin_multiplicity=1 homo_lumo_gap_ev=9.61 charge=+1
N -1.735 -1.983 0.861
N -0.296 0.971 0.796
N 0.455 -0.241 0.914
C 1.409 -0.334 -0.090
C -0.980 1.201 -0.477
C -0.796 -1.756 0.183
C 0.838 -0.955 -1.413
C 0.474 2.081 1.446
C -0.073 -2.120 -1.001
H 0.771 1.840 2.397
H -2.066 -1.597 1.792
H -1.573 2.140 -0.397
H -0.334 2.937 1.460
H 1.242 2.486 0.880
H -0.314 1.437 -1.240
H 1.949 0.549 -0.344
H 0.143 -0.247 -1.915
H 2.115 -1.122 0.320
H -1.140 0.958 1.481
H 0.542 -3.047 -0.864
H -1.647 0.357 -0.714
H -0.601 -2.267 -1.948
H 1.616 -1.286 -2.127

b | 23
Properties=species:S:1:pos:R:3 method="wB97M-V/def2-TZVPD" mol_weight_da=128.2 homo_energy_ev=-13.247 spin_multiplicity=1 homo_lumo_gap_ev=9.90 charge=+1
N 1.196 0.710 -2.053
N 0.158 1.925 -0.198
N 2.277 0.154 -2.239
C 0.748 0.624 -0.633
C -0.317 -0.442 -0.575
C 0.220 -1.855 -0.583
C -0.241 2.059 1.252
C -0.315 -1.288 0.721
C -1.557 -1.792 1.242
H -0.647 1.960 -0.806
H 0.591 2.743 -0.545
H -1.000 2.744 1.377
H -1.233 -0.196 -1.050
H -0.216 -2.750 -1.120
H -0.537 1.055 1.744
H 0.476 -1.011 1.383
H -2.291 -2.249 0.507
H 1.616 0.485 -0.053
H 1.428 -1.865 -0.778
H -2.013 -0.948 1.837
H 2.525 0.027 -3.308
H 0.552 2.382 1.808
H -1.420 -2.471 2.070

Best to worst by energy: b, a.

a | 15
Properties=species:S:1:pos:R:3 method="wB97M-V/def2-TZVPD" mol_weight_da=136.2 homo_energy_ev=-8.519 spin_multiplicity=1 homo_lumo_gap_ev=9.07
S 0.292 1.214 0.064
S 0.388 -0.721 -2.318
N -0.554 1.839 -2.361
N -0.752 -0.593 2.127
C 1.145 -0.192 0.664
C 0.010 0.761 -1.671
C 0.127 -1.237 1.112
H 0.761 -2.108 1.496
H 1.881 -0.592 0.035
H -1.381 -1.232 2.515
H -1.366 0.081 1.669
H -0.921 2.641 -1.807
H -0.418 -1.751 0.218
H 1.535 0.185 1.607
H -0.748 1.706 -3.351

b | 15
Properties=species:S:1:pos:R:3 method="wB97M-V/def2-TZVPD" mol_weight_da=136.2 homo_energy_ev="-7.672 / -7.642" spin_multiplicity=1 homo_lumo_gap_ev="7.05 / 7.70"
S 0.906 -1.432 -0.397
S 1.357 -2.398 -3.052
N -0.209 0.609 0.227
N -0.514 1.209 -0.886
C 0.715 -1.214 -2.017
C -1.248 0.116 1.102
C 0.793 1.396 0.978
H 1.323 0.575 1.525
H 1.606 -3.419 -2.163
H -1.983 0.883 1.533
H 1.378 1.862 0.189
H -1.428 0.870 -1.261
H -1.789 -0.636 0.560
H 0.131 2.024 1.574
H -1.039 -0.445 2.088

Best to worst by energy: a, b.

a | 27
Properties=species:S:1:pos:R:3 method="wB97M-V/def2-TZVPD" mol_weight_da=498.9 homo_energy_ev=-14.006 spin_multiplicity=1 homo_lumo_gap_ev=7.88 charge=+1
W 0.555 1.653 -0.579
S -1.545 3.244 -1.164
P 0.517 -0.662 1.504
P -0.735 -1.048 -1.180
O -1.734 -0.012 -0.500
O -2.887 2.811 -1.170
O -1.154 4.573 -1.420
O -1.260 -1.801 -2.301
O 1.396 0.426 0.855
O -1.192 -2.498 1.034
O 0.576 -0.098 -1.369
O -0.700 0.132 2.086
O -0.626 2.223 -2.016
O 1.163 -1.444 2.688
O -0.812 2.720 0.217
C 2.076 2.713 -0.643
C 0.987 -2.913 -0.072
C -0.110 -1.925 0.323
H -2.576 0.149 -0.958
H 1.810 -2.411 -0.581
H 1.954 3.745 -0.980
H -1.154 -3.462 0.971
H 1.373 -3.423 0.810
H 0.568 -3.647 -0.763
H 1.877 -1.021 3.187
H -1.445 -0.395 2.414
H 3.078 2.371 -0.394

b | 27
Properties=species:S:1:pos:R:3 method="wB97M-V/def2-TZVPD" mol_weight_da=498.9 homo_energy_ev=-13.846 spin_multiplicity=1 homo_lumo_gap_ev=8.13 charge=+1
W 0.281 -0.289 0.168
S -0.753 1.821 -0.873
P 0.604 -2.850 -0.676
P -2.207 -2.279 -0.527
O -3.527 -2.862 0.042
O 1.614 -3.929 -1.163
O 0.609 -1.510 -1.459
O -2.559 -1.631 -1.884
O 0.690 1.164 -1.093
O -0.807 1.318 0.622
O -1.657 0.967 -1.607
O -1.530 -1.318 0.438
O -1.224 -4.537 0.211
O -0.775 3.214 -1.015
O 0.777 -2.311 0.738
C -1.255 -4.291 -2.242
C -1.033 -3.650 -0.879
C 1.809 -0.066 1.184
H -1.112 -3.575 -3.050
H -0.829 -5.397 0.013
H -0.551 -5.113 -2.377
H -3.480 -3.310 0.900
H -2.448 -0.653 -1.930
H 2.338 -0.805 1.769
H 2.560 -3.791 -1.003
H 2.114 0.982 1.258
H -2.269 -4.686 -2.295

Best to worst by energy: b, a.

a | 6
Properties=species:S:1:pos:R:3 method="wB97M-V/def2-TZVPD" mol_weight_da=62.0 homo_energy_ev="-8.293 / -10.079" spin_multiplicity=1 homo_lumo_gap_ev="7.48 / 9.37"
P 0.414 -0.593 -0.753
N -0.992 0.107 -0.125
N 0.157 1.039 -0.336
H -0.014 1.499 -1.187
H 1.257 -1.770 1.476
H -0.822 -0.282 0.924

b | 6
Properties=species:S:1:pos:R:3 method="wB97M-V/def2-TZVPD" mol_weight_da=62.0 homo_energy_ev=-8.447 spin_multiplicity=1 homo_lumo_gap_ev=8.61
P -1.534 -0.087 -0.011
N 0.938 -0.282 -0.125
N -0.115 0.560 -0.145
H 1.002 -1.326 -0.417
H -2.040 1.132 0.282
H 1.750 0.003 0.416

Best to worst by energy: b, a.